# 1
76
Properties=species:S:1:pos:R:3 method="wB97M-V/def2-TZVPD" total_charge=-2 homo_energy_ev=-1.48 gap_ev=5.2
N 0.8333 -0.1826 0.9477
H 1.2499 -0.5632 1.8436
H 0.6688 0.8304 1.1285
H -0.0912 -0.5818 0.7290
H 1.4354 -0.3442 0.1445
C 2.0594 -1.9631 3.6266
O 1.3852 -2.4077 2.4173
O 2.2771 -0.7100 3.4342
C 1.2520 -2.4056 4.8698
F 0.4291 -1.4992 5.3975
F 0.4702 -3.5050 4.6183
F 2.0875 -2.8168 5.8572
C 1.7600 -3.5825 1.7745
C 1.1642 -3.5957 0.3848
H 0.0774 -3.6865 0.4303
H 1.4853 -2.7281 -0.1916
H 1.5212 -4.4261 -0.2373
H 1.4870 -4.4931 2.3369
H 2.8549 -3.6974 1.6955
H 3.0358 -2.4969 3.7010
C -0.1232 3.4065 1.6391
O -0.7625 2.1677 1.1090
O 1.1109 3.2728 1.5922
C -0.7464 4.5991 0.7996
F 0.1702 5.2329 0.0703
F -1.7288 4.2617 -0.0877
F -1.3480 5.5190 1.5981
C -2.0252 1.8215 1.6145
C -1.9733 0.8113 2.7489
H -1.7917 1.2675 3.7218
H -2.8337 0.1376 2.7486
H -1.1068 0.1648 2.5964
H -2.6295 1.4778 0.7616
H -2.6537 2.6811 1.9054
H -0.5424 3.5344 2.6737
C 4.0435 0.5679 -1.2078
O 4.9204 1.7092 -1.5329
O 3.7912 0.5589 0.0473
C 2.8172 0.7610 -2.1184
F 3.1027 0.7165 -3.4522
F 1.9297 -0.2688 -1.9422
F 2.1507 1.8848 -1.8783
C 6.1220 1.4229 -2.1675
C 6.9348 2.6934 -2.3133
H 7.8216 2.5997 -2.9430
H 6.2954 3.5057 -2.6604
H 7.2807 2.9688 -1.3121
H 5.9530 0.9767 -3.1654
H 6.6736 0.6657 -1.5853
H 4.5631 -0.3858 -1.4803
C -5.9898 0.4680 -0.5936
C -4.9082 -0.0049 -1.5280
O -3.6765 0.0338 -0.8050
P -2.3817 -0.7387 -1.2960
O -1.3778 -1.0031 -0.2710
O -2.9004 -2.0692 -1.9766
C -3.3402 -3.1865 -1.2193
C -2.8641 -4.4920 -1.8374
O -1.8727 0.1033 -2.4997
C -0.9178 1.1898 -2.3516
C -1.7088 2.4752 -2.3270
H -6.9143 0.7631 -1.0943
H -6.1556 -0.2126 0.2410
H -5.7077 1.4145 -0.1198
H -5.0942 -1.0091 -1.9100
H -4.8143 0.7027 -2.3572
H -2.9621 -3.1601 -0.1969
H -4.4324 -3.2072 -1.2352
H -1.9076 -4.8261 -1.4430
H -3.6154 -5.2318 -1.5366
H -2.8781 -4.5328 -2.9254
H -0.3377 1.0363 -1.4424
H -0.1823 1.2042 -3.1538
H -2.4753 2.4014 -1.5454
H -1.0926 3.3356 -2.0721
H -2.3502 2.6686 -3.1915

# 2
59
Properties=species:S:1:pos:R:3 method="wB97M-V/def2-TZVPD" total_charge=-1 homo_energy_ev=-4.79 gap_ev=6.9
Al -1.1822 8.0225 -3.4196
C -0.7913 7.1490 -1.6165
C 0.0066 7.7340 -0.6174
C 0.2374 7.1047 0.6033
C -0.3386 5.8663 0.8640
C -1.1241 5.2512 -0.1074
C -1.3395 5.8903 -1.3263
H 0.0535 8.9831 -3.8558
H -2.5491 8.9035 -3.3536
H -1.3846 6.8422 -4.5156
H 0.4578 8.6990 -0.8117
H 0.8572 7.5674 1.3599
H -0.1680 5.3726 1.8118
H -1.5629 4.2812 0.0921
H -1.9546 5.4001 -2.0725
C -1.2662 1.9448 -2.1017
C -2.2563 1.4129 -1.0779
N -2.5982 0.0136 -1.2797
C -3.7552 -0.4185 -0.5195
C -3.6641 -0.4006 1.0116
C -1.4752 -0.9033 -1.3132
C -0.5248 -0.9207 -0.1091
H -1.6161 1.7554 -3.1173
H -1.1531 3.0216 -1.9775
H -0.2764 1.4995 -1.9872
H -3.1806 1.9906 -1.1611
H -1.8602 1.6078 -0.0688
H -4.0200 -1.4283 -0.8479
H -4.5934 0.2189 -0.8185
H -3.0201 -1.1926 1.3932
H -4.6570 -0.5565 1.4398
H -3.2936 0.5543 1.3851
H -0.8847 -0.6796 -2.2056
H -1.8686 -1.9109 -1.4763
H -0.2159 0.0838 0.1822
H 0.3795 -1.4761 -0.3673
H -0.9667 -1.4083 0.7599
C 3.8644 -6.4974 2.7476
C 2.6485 -6.0713 1.9377
N 2.2988 -4.6780 2.1328
C 0.9780 -4.3338 1.6356
C 0.7199 -4.4540 0.1303
C 3.3551 -3.7199 1.8539
C 3.9991 -3.7441 0.4623
H 3.7357 -6.2406 3.7999
H 3.9987 -7.5776 2.6727
H 4.7816 -6.0288 2.3887
H 1.7926 -6.6701 2.2610
H 2.8207 -6.3241 0.8791
H 0.7525 -3.3122 1.9533
H 0.2576 -4.9708 2.1597
H 1.2262 -3.6725 -0.4335
H -0.3493 -4.3483 -0.0664
H 1.0309 -5.4217 -0.2655
H 4.1448 -3.8625 2.5968
H 2.9580 -2.7211 2.0489
H 4.2850 -4.7536 0.1623
H 4.9070 -3.1377 0.4698
H 3.3436 -3.3345 -0.3045

# 3
70
Properties=species:S:1:pos:R:3 method="wB97M-V/def2-TZVPD" total_charge=+1 homo_energy_ev=-11.53 gap_ev=7.1
C 1.5596 3.4586 1.3983
C 1.0259 2.5386 0.4747
C 0.4534 1.0673 0.8523
B -0.2388 1.5050 2.2564
O 0.6138 1.3660 3.4161
N -1.5640 2.0886 2.4428
C -2.3386 1.5271 3.5619
C -1.6464 3.5554 2.3337
C -0.5247 0.7537 -0.3475
C -1.9427 0.1562 -0.0492
C -2.0525 -1.2174 0.6729
C -3.4797 -1.8375 0.3215
S -3.4090 -3.5932 -0.1932
O -3.7343 -4.4304 0.9856
O -4.4429 -3.7725 -1.2505
O -1.9026 -3.9699 -0.7904
C 0.1456 0.0970 -1.6344
F -0.4978 -1.1497 -1.8829
C -0.1602 0.9255 -2.9505
C -1.6799 1.2535 -3.1663
F -2.3757 0.1136 -3.6085
C 1.6785 -0.2240 -1.5567
P 2.7252 0.4010 -3.0349
C 4.5501 0.3035 -2.5928
O 2.4763 -0.6715 -4.3410
C 2.5045 0.2523 -0.3115
N 1.7125 0.2925 0.9824
C 1.8087 -1.0854 1.5424
I 0.4548 -1.9806 2.9306
C 3.2049 -1.1362 2.3634
C 3.7915 -2.5953 2.1859
H 1.0036 4.1040 2.1089
H 2.6734 3.6074 1.3826
H 1.0404 2.8227 -0.6133
H 0.2328 0.7469 4.0520
H -2.1017 1.9561 4.5653
H -3.4262 1.5924 3.3014
H -2.1012 0.4283 3.6222
H -2.6894 3.8454 2.6366
H -1.5595 3.8336 1.2532
H -0.9596 4.1278 3.0022
H -0.8213 1.7635 -0.7531
H -2.4353 0.0100 -1.0516
H -2.6407 0.8746 0.4555
H -1.2134 -1.8878 0.3925
H -2.1008 -1.0251 1.7754
H -4.1246 -1.7910 1.2356
H -4.0275 -1.2453 -0.4518
H -1.8910 -3.5786 -1.6843
H 0.3716 1.9061 -2.9686
H 0.0954 0.2835 -3.8349
H -1.7364 2.0078 -3.9922
H -2.2126 1.6298 -2.2667
H 1.7997 -1.3449 -1.6084
H 4.8524 -0.6573 -2.1090
H 5.1043 0.4645 -3.5528
H 4.8054 1.1470 -1.9030
H 2.5490 -0.0869 -5.1093
H 3.0795 1.2027 -0.4721
H 3.3444 -0.4887 -0.2371
H 2.3146 0.8871 1.5798
H 1.9267 -1.8248 0.7093
H 3.9601 -0.4417 1.9136
H 2.9889 -0.9093 3.4345
H 3.9387 -2.7392 1.0822
H 4.8210 -2.6110 2.6242
H 3.1369 -3.3665 2.6400
O -5.1510 -3.1698 -4.3515
H -4.3448 -2.6480 -4.3972
H -5.2171 -3.4171 -3.4205

# 4
69
Properties=species:S:1:pos:R:3 method="wB97M-V/def2-TZVPD" homo_energy_ev="-8.02 / -8.34" multiplicity=2 gap_ev="8.3 / 8.7"
C 3.2385 0.1524 -0.7133
B 2.4980 -0.6971 -1.8139
O 2.9749 -1.9601 -2.1344
C 1.1416 -0.2547 -2.4961
P 1.2787 -0.8785 -4.2640
O -0.1634 -0.3253 -4.8137
O 0.9595 -2.4857 -4.1690
C 0.0582 -0.9893 -1.6328
C -1.1832 -0.2013 -1.1373
C -1.0791 0.0640 0.3684
C -2.4499 -1.0325 -1.3483
N -1.3667 1.0569 -1.9172
O -1.9833 0.8712 -3.0237
C -0.2224 2.0055 -2.0531
C 0.1369 2.6566 -0.7120
C -0.6901 3.1212 -2.9953
C 1.0290 1.2946 -2.6262
H 2.5397 0.6973 -0.0784
H 3.8518 -0.4897 -0.0783
H 3.9070 0.8935 -1.1605
H 3.9185 -1.9717 -2.3293
H -0.4156 -0.7999 -5.6170
H 1.1061 -2.8649 -3.2955
H 0.5304 -1.3873 -0.7261
H -0.3004 -1.8590 -2.1802
H -0.1566 0.5413 0.6663
H -1.1496 -0.8892 0.8903
H -1.9124 0.6840 0.7017
H -2.4552 -1.5269 -2.3144
H -3.3285 -0.3957 -1.2649
H -2.5122 -1.7861 -0.5627
H -0.7587 2.9521 -0.1653
H 0.7197 3.5559 -0.9059
H 0.7515 2.0250 -0.0820
H -1.7558 3.2971 -2.8598
H -0.1724 4.0504 -2.7667
H -0.5438 2.8550 -4.0380
H 1.8836 1.7607 -2.1333
H 1.1274 1.5613 -3.6794
C -2.8814 5.7548 5.3912
C -1.9705 4.7724 4.6902
O -2.7089 3.8597 3.8571
C -3.0881 4.3468 2.6775
O -2.8414 5.4441 2.2479
O -3.7817 3.4028 2.0421
C -4.2833 3.7951 0.7608
H -3.6505 5.2249 5.9537
H -2.3025 6.3656 6.0842
H -3.3665 6.4142 4.6732
H -1.4614 4.1299 5.4057
H -1.2214 5.2826 4.0859
H -3.4838 4.1889 0.1367
H -5.0672 4.5434 0.8639
H -4.6913 2.8935 0.3142
C 3.7191 -4.3148 -0.1249
C 3.0114 -3.8681 1.1331
O 1.8750 -4.6981 1.4323
C 2.1587 -5.8606 2.0167
O 3.2525 -6.2472 2.3378
O 1.0175 -6.5247 2.1952
C 1.1707 -7.8160 2.7937
H 3.0170 -4.3595 -0.9561
H 4.5064 -3.6032 -0.3734
H 4.1709 -5.2972 0.0064
H 2.5896 -2.8717 1.0065
H 3.6827 -3.8526 1.9910
H 1.7346 -7.7458 3.7210
H 1.6792 -8.4926 2.1091
H 0.1627 -8.1680 2.9887

# 5
67
Properties=species:S:1:pos:R:3 method="wB97M-V/def2-TZVPD" smiles="CCCNP(COCCC)[C@H](Cl)[C@H](C)Cl.CCOC(=O)OC.CCOC(=O)OC" homo_energy_ev=-8.14 gap_ev=8.8
C -4.3002 4.6061 2.3733
C -5.2839 3.3120 2.5889
C -4.6055 2.0442 1.8015
N -4.2678 2.3412 0.3284
P -3.6276 0.7430 -0.2588
C -4.0517 0.5217 -2.1475
O -3.0692 1.1589 -3.0379
C -3.0233 2.6197 -2.8701
C -4.4582 3.3891 -3.0599
C -4.1309 4.9033 -3.6705
C -1.7008 0.6789 -0.0241
Cl -1.4076 -0.3943 1.5044
C -1.0351 2.1353 0.3253
C 0.2362 2.3248 -0.7432
Cl -0.3179 2.2553 2.0519
H -4.3349 4.9388 1.2515
H -3.1787 4.3612 2.6691
H -4.7100 5.4623 3.0867
H -6.3812 3.4613 2.1988
H -5.2685 3.0383 3.7508
H -5.3371 1.1078 1.7607
H -3.6012 1.6886 2.2940
H -5.2108 2.4742 -0.1173
H -3.9475 -0.6533 -2.3307
H -5.1746 0.7758 -2.3896
H -2.3023 3.0284 -3.7291
H -2.5581 2.9852 -1.8596
H -4.9514 3.5929 -1.9930
H -5.2597 2.8070 -3.6825
H -5.1680 5.4347 -3.8660
H -3.5956 5.4990 -2.7957
H -3.4172 4.8863 -4.5983
H -1.1807 0.1060 -0.9021
H -1.7334 3.0587 0.1568
H 0.6251 3.4295 -0.7849
H -0.1992 1.9792 -1.7993
H 1.0563 1.5295 -0.4652
C 4.5729 -2.3081 -2.1574
C 3.7077 -3.2926 -2.9232
O 2.7374 -3.8948 -2.0588
C 1.6461 -3.1384 -1.7864
O 1.4232 -2.0159 -2.2123
O 0.8538 -3.8337 -0.9320
C -0.2970 -3.1143 -0.4937
H 5.0146 -2.7862 -1.2770
H 5.3755 -1.9215 -2.7919
H 3.9824 -1.4610 -1.7956
H 4.3354 -4.1037 -3.3096
H 3.2243 -2.8215 -3.7868
H -0.8681 -2.7220 -1.3409
H 0.0059 -2.3044 0.1772
H -0.9376 -3.8040 0.0626
C 7.0587 -3.4549 4.9946
C 7.4720 -3.2330 3.5509
O 6.6931 -4.0494 2.6688
C 5.4492 -3.5887 2.3898
O 4.9520 -2.5565 2.8120
O 4.8376 -4.4898 1.5804
C 3.4821 -4.1680 1.2752
H 7.0932 -4.5199 5.2464
H 7.7169 -2.9073 5.6752
H 6.0311 -3.1212 5.1673
H 8.5177 -3.5347 3.4220
H 7.4055 -2.1763 3.2677
H 3.3931 -3.1505 0.8820
H 2.8617 -4.2936 2.1680
H 3.1316 -4.8645 0.5087

# 6
70
Properties=species:S:1:pos:R:3 method="wB97M-V/def2-TZVPD" homo_energy_ev=-9.10 gap_ev=8.8
Rb -16.6590 16.3929 16.2134
N -15.3390 18.4276 17.7637
S -14.3072 19.5454 17.6142
O -13.1888 19.2697 16.7365
O -14.0864 20.4690 18.6943
F -15.2766 20.4022 16.6336
S -14.7503 17.7380 19.1711
O -15.4723 18.1079 20.3370
O -13.3628 17.4196 19.2307
F -15.4188 16.2518 18.8992
C -16.0898 19.3924 13.4764
C -17.5205 19.2455 12.9854
C -17.5264 18.8045 11.5221
C -18.8207 18.2479 10.9393
C -19.3516 17.2087 11.9105
C -19.5278 17.6397 13.3747
N -18.2802 18.2767 13.8316
O -18.2824 18.6238 15.1909
C -20.7139 18.6286 13.4949
C -19.8065 16.4096 14.2151
C -18.1794 20.6331 13.0751
H -16.0421 19.8715 14.4557
H -15.4856 19.9813 12.7823
H -15.4833 18.4848 13.5857
H -17.2782 19.6823 10.9184
H -16.7242 18.0774 11.3746
H -18.6306 17.7133 10.0097
H -19.5447 19.0494 10.7745
H -18.5845 16.4250 11.9109
H -20.2651 16.7105 11.5775
H -20.7020 19.1171 14.4665
H -20.6379 19.3681 12.6980
H -21.6569 18.1185 13.2928
H -18.8851 15.8240 14.2013
H -20.0310 16.6696 15.2512
H -20.6559 15.8470 13.8317
H -17.4640 21.4149 12.8075
H -18.4587 20.8759 14.1023
H -19.0163 20.7574 12.3905
H -18.8420 19.4140 15.2841
C -16.0987 15.4458 12.5140
C -14.6022 15.0446 12.7254
C -13.8021 16.0515 11.8983
C -12.3362 16.1695 12.2887
C -12.2159 16.4111 13.7931
C -12.8671 15.3435 14.6767
N -14.2191 15.1457 14.1559
O -14.9934 14.3285 14.9866
C -11.9416 14.1103 14.6136
C -12.9310 15.9019 16.0941
C -14.3444 13.6366 12.1754
H -16.2477 15.8191 11.5044
H -16.2936 16.2449 13.2291
H -16.7799 14.6183 12.7201
H -13.7691 15.7533 10.8435
H -14.2324 17.0569 11.8714
H -11.8632 16.9789 11.7313
H -11.8009 15.2656 11.9822
H -12.7027 17.3613 14.0483
H -11.1688 16.6246 14.0182
H -11.9486 13.7286 13.5923
H -10.9056 14.2777 14.9039
H -12.2544 13.2728 15.2498
H -13.4424 15.2328 16.7915
H -11.9335 16.0622 16.4954
H -13.5313 16.8133 16.0761
H -14.8678 13.6155 11.2185
H -14.7988 12.8816 12.8228
H -13.2880 13.4011 12.0863
H -14.7079 13.4069 14.8452

# 7
79
Properties=species:S:1:pos:R:3 method="wB97M-V/def2-TZVPD" homo_energy_ev="-7.40 / -7.40" multiplicity=6 gap_ev="5.2 / 4.8"
Mn 2.1460 2.2956 -0.2312
N 2.3829 0.5572 -1.3041
S 1.3082 -0.4064 -1.7196
O 0.9295 -1.4932 -0.7899
O 1.0873 -0.6298 -3.1182
F 0.1149 0.6478 -1.4689
S 3.6534 -0.2349 -2.1220
O 3.8941 0.3543 -3.4416
O 3.7875 -1.6853 -1.9265
F 4.9556 0.2383 -1.2917
N 0.2875 2.7943 0.2412
S -0.9797 2.0290 1.2346
O -2.0712 1.3764 0.5590
O -1.2465 2.7441 2.4815
F -0.0951 0.7680 1.7063
S -0.7286 3.8273 -0.1899
O -1.4101 4.6678 0.7668
O -1.4483 3.3958 -1.3890
F 0.4487 4.8329 -0.6851
C 4.9355 -0.9482 2.8448
C 3.4071 -0.4181 2.6829
C 2.5206 -0.8121 3.9550
C 2.8688 -0.0206 5.2006
C 2.4845 1.4862 4.8956
C 3.1642 2.0715 3.6058
N 3.1332 1.0864 2.4545
O 3.7409 1.6741 1.3297
C 2.2407 3.2318 3.2592
C 4.6852 2.5756 3.9922
C 2.7864 -1.2618 1.5725
H 5.0423 -2.0307 2.9145
H 5.3087 -0.3997 3.7096
H 5.5707 -0.5143 2.0726
H 1.4744 -0.7814 3.6508
H 2.8046 -1.8447 4.1582
H 3.9248 -0.1880 5.4127
H 2.3956 -0.2833 6.1467
H 2.7731 2.0097 5.8071
H 1.4002 1.5178 4.7894
H 2.4661 3.8276 2.3748
H 1.2308 2.8619 3.0823
H 1.9693 3.9062 4.0714
H 5.1799 1.6062 4.0528
H 5.2247 3.1116 3.2112
H 4.7363 2.9787 5.0036
H 3.5581 -1.2511 0.8027
H 1.7904 -0.9098 1.3040
H 2.6167 -2.2913 1.8876
H 4.6568 1.7579 1.6050
C -5.8763 0.1273 -2.1429
C -4.9429 -1.0235 -2.2782
C -5.6571 -2.2131 -3.0152
C -4.7776 -3.2630 -3.6051
C -3.7445 -2.7002 -4.5211
C -2.8432 -1.6829 -3.7765
N -3.7335 -0.6364 -3.1348
O -3.0430 0.3316 -2.5273
C -1.8261 -2.3774 -2.8545
C -1.9365 -0.8634 -4.7737
C -4.4421 -1.5428 -0.9428
H -6.1313 0.6074 -3.0877
H -5.6062 0.8725 -1.3948
H -6.7846 -0.3659 -1.7966
H -6.1289 -2.7606 -2.1994
H -6.5304 -1.9374 -3.6063
H -5.2994 -3.9897 -4.2279
H -4.4042 -3.9720 -2.8662
H -4.1771 -2.1255 -5.3401
H -3.2705 -3.5795 -4.9573
H -1.2594 -1.6221 -2.3100
H -2.3279 -2.7831 -1.9760
H -1.2305 -3.1853 -3.2796
H -1.4930 0.0251 -4.3243
H -1.0395 -1.4717 -4.8902
H -2.2794 -0.6196 -5.7792
H -3.7561 -0.9245 -0.3638
H -4.2183 -2.5917 -1.1368
H -5.3903 -1.5184 -0.4058
H -2.9567 -0.0416 -1.6471

Number 1: molar mass 629.45 g/mol, energy -2755.4418 hartree. Number 2: molar mass 309.50 g/mol, energy -1060.5708 hartree. Number 3: molar mass 617.26 g/mol, energy -2531.0002 hartree. Number 4: molar mass 470.28 g/mol, energy -1882.0544 hartree. Number 5: molar mass 482.38 g/mol, energy -2551.6375 hartree. Number 6: molar mass 580.12 g/mol, energy -2344.4826 hartree. Number 7: molar mass 729.72 g/mol, energy -4822.9519 hartree.